# C27H35FHfN4P2

A molecular structure, C27H35FHfN4P2 in a non-equilibrium geometry (wB97M-V/def2-TZVPD, the OMol25 dataset).

Summary:
E_tot = -2098.69340 Eh
HOMO-LUMO gap = 0.1685 hartree
HOMO = -13.505 eV

```
! RIJCOSX wB97M-V def2-TZVPD def2/J DEFGRID3
* xyz 2 1
Hf -0.11 -1.78 0.86
P -2.03 -0.58 -0.58
P 1.61 -1.26 -0.81
F -0.73 -3.54 0.45
N 2.97 -0.06 -1.08
N -2.13 1.22 -1.03
N -3.68 -0.99 -1.42
N 2.19 -2.53 -2.01
C 2.76 -3.58 -3.94
C 1.59 1.69 4.17
C 0.35 0.47 2.31
C -4.40 -0.35 -2.44
C 0.43 -0.40 -1.97
C -0.97 -1.07 -2.06
C 1.55 0.73 3.26
C -5.37 -1.22 -2.92
C -0.80 1.49 2.47
C 4.43 1.34 -2.11
C 3.95 0.28 -0.15
C -0.38 3.31 4.89
C -1.40 2.22 4.83
C 0.96 3.07 4.14
C -1.55 1.42 3.78
C -2.05 3.14 -2.23
C -4.20 -2.28 -1.30
C -2.45 2.28 -0.17
C -2.37 3.47 -0.89
C 2.78 -4.53 -2.87
C 1.14 -2.65 2.46
C 3.26 0.61 -2.28
C 2.44 -3.86 -1.70
C 4.87 1.14 -0.76
C -5.24 -2.44 -2.19
C 2.36 -2.36 -3.39
C -1.93 1.77 -2.30
H 3.03 -5.58 -2.97
H -0.94 -2.18 -2.17
H 0.34 0.65 -1.63
H 2.34 -0.04 3.16
H 0.82 -2.32 3.48
H -4.19 0.67 -2.73
H -1.51 -0.70 -2.95
H 2.18 -1.40 -3.85
H 0.87 3.45 3.11
H -2.78 2.11 0.85
H 1.68 3.70 4.68
H 2.35 -4.21 -0.68
H 1.14 -3.76 2.47
H -6.07 -1.00 -3.71
H -3.76 -2.96 -0.58
H -1.75 1.14 -3.16
H 2.60 0.52 -3.13
H 2.18 -2.28 2.34
H 4.89 1.93 -2.88
H 0.84 -0.39 -2.99
H -2.53 4.45 -0.48
H 2.24 1.53 5.04
H 2.99 -3.72 -4.97
H -2.08 2.14 5.68
H -0.08 -0.54 2.60
H -0.81 4.24 4.47
H 0.73 0.52 1.27
H -0.18 3.55 5.95
H 5.74 1.58 -0.32
H -1.94 3.80 -3.07
H -2.30 0.63 3.75
H -0.44 2.50 2.21
H 3.90 -0.11 0.86
H -5.84 -3.33 -2.32
H -1.50 1.24 1.66
*
```